Entry 1:
Computed, not measured: a molecular structure, C35H41BiFIN10O3SSi, with ωB97M-V with the def2-TZVPD basis set.

Geometry (Å):
Bi1 0.12 -0.55 0.87
C1 -2.53 2.52 3.03
C2 -1.44 1.81 2.27
N1 -1.59 0.57 1.89
N2 -2.68 -0.11 2.10
C3 -2.63 -1.45 1.74
N3 -3.71 -2.14 2.29
S1 -1.09 -2.30 2.22
C4 -0.23 2.48 1.91
C5 0.10 3.77 2.38
C6 1.26 4.36 1.94
C7 2.07 3.71 1.01
C8 1.67 2.45 0.60
N4 0.59 1.85 1.06
H1 -3.36 1.82 3.13
H2 -2.85 3.40 2.48
H3 -2.19 2.83 4.02
H4 -4.61 -1.79 2.00
H5 -3.63 -3.14 2.13
H6 -0.54 4.26 3.09
H7 1.55 5.33 2.31
H8 2.96 4.16 0.62
H9 2.24 1.89 -0.13
C9 -4.60 0.63 0.18
C10 -3.89 -0.02 -0.96
N5 -4.25 0.45 -2.14
C11 -3.76 -0.07 -3.25
C12 -2.83 -1.09 -3.28
C13 -2.38 -1.64 -4.61
O1 -2.60 -3.03 -4.77
C14 -2.34 -1.54 -2.04
C15 -1.25 -2.52 -2.11
N6 -0.15 -2.45 -1.48
C16 0.99 -3.10 -1.91
C17 1.32 -3.03 -3.28
C18 2.52 -3.47 -3.77
C19 3.46 -4.00 -2.91
C20 3.17 -4.10 -1.56
C21 1.95 -3.67 -1.07
I1 1.61 -3.98 0.99
C22 -2.92 -1.04 -0.85
O2 -2.53 -1.71 0.24
H10 -5.56 1.01 -0.17
H11 -4.01 1.47 0.54
H12 -4.74 -0.05 1.01
H13 -4.15 0.36 -4.17
H14 -1.31 -1.50 -4.76
H15 -2.91 -1.10 -5.41
H16 -3.54 -3.21 -4.62
H17 -1.40 -3.28 -2.88
H18 0.59 -2.58 -3.95
H19 2.73 -3.40 -4.83
H20 4.42 -4.34 -3.27
H21 3.89 -4.52 -0.89
C23 2.40 -1.75 4.79
Si1 1.39 -0.30 4.05
C24 1.79 1.47 4.70
C25 -0.36 -0.55 4.72
N7 1.74 -0.36 2.31
C26 3.00 -0.15 1.85
C27 4.05 0.25 2.71
C28 5.32 0.56 2.28
C29 5.67 0.45 0.95
C30 4.71 0.01 0.08
C31 3.43 -0.28 0.51
F1 2.58 -0.68 -0.51
H22 2.14 -1.89 5.84
H23 3.47 -1.64 4.73
H24 2.13 -2.67 4.27
H25 1.42 1.58 5.72
H26 1.28 2.22 4.09
H27 2.84 1.74 4.71
H28 -0.37 -0.28 5.77
H29 -0.70 -1.57 4.64
H30 -1.10 0.07 4.22
H31 3.84 0.33 3.75
H32 6.05 0.89 3.01
H33 6.66 0.69 0.60
H34 4.91 -0.13 -0.97
C32 -1.03 1.95 -5.20
N8 -0.93 2.01 -3.76
C33 -1.83 2.81 -2.97
C34 -1.55 2.27 -1.55
O3 -2.04 2.70 -0.53
N9 -0.63 1.27 -1.66
C35 -0.31 1.14 -2.93
N10 0.56 0.21 -3.35
H35 -1.03 2.96 -5.60
H36 -1.95 1.45 -5.50
H37 -0.18 1.41 -5.62
H38 -2.88 2.65 -3.24
H39 -1.60 3.88 -3.04
H40 1.06 -0.27 -2.62
H41 1.03 0.33 -4.23

LUMO energy	-0.087	eV
E	-3431.484428	Eh
frontier orbital gap	6.7	eV

Entry 2:
Computed, not measured: 2 unconnected molecules or ions with the total composition C35H41Br2F3INO10PSi, with ωB97M-V with the def2-TZVPD basis set.

Geometry (Å):
C1 -2.12 -2.06 -3.94
C2 -2.93 -1.04 -4.88
O1 -4.36 -0.96 -4.62
P1 -4.72 -0.51 -3.01
O2 -4.89 -1.84 -2.22
C3 -3.38 0.48 -2.14
C4 -3.81 2.01 -1.78
C5 -2.71 2.50 -0.70
C6 -1.34 2.99 -1.21
C7 -0.80 3.03 -2.68
F1 -0.49 4.40 -3.03
F2 -1.62 2.55 -3.71
F3 0.39 2.21 -2.72
C8 -0.32 3.51 -0.10
C9 1.14 4.10 -0.47
O3 1.30 5.36 -0.46
O4 2.25 3.32 -0.86
C10 2.55 2.26 0.09
C11 3.10 0.95 -0.68
C12 3.34 -0.30 0.26
C13 3.83 -1.68 -0.29
C14 4.08 -1.74 -1.85
C15 3.86 -0.52 -2.79
C16 4.07 -0.56 -4.39
C17 3.36 0.86 -2.21
C18 -0.68 3.52 1.43
C19 0.38 4.09 2.46
Br1 0.57 6.09 2.63
C20 1.21 3.33 3.33
C21 2.25 4.04 4.33
Br2 1.12 1.36 3.36
C22 -2.08 2.96 1.79
C23 -2.45 2.91 3.36
C24 -2.29 1.40 3.97
O5 -1.94 0.56 2.83
Si1 -1.94 -1.13 3.21
C25 -2.33 -2.04 1.54
C26 -0.21 -1.81 3.76
C27 -3.27 -1.68 4.47
N1 -3.02 2.49 0.75
I1 -4.83 1.76 1.50
O6 -6.18 0.37 -3.02
C28 -7.31 -0.42 -2.56
C29 -7.35 -0.31 -0.94
H1 -1.25 -2.49 -4.57
H2 -2.75 -2.91 -3.50
H3 -1.61 -1.54 -3.04
H4 -2.81 -1.40 -5.96
H5 -2.47 0.01 -4.79
H6 -3.22 -0.03 -1.11
H7 -2.35 0.47 -2.65
H8 -4.88 2.06 -1.40
H9 -3.79 2.70 -2.71
H10 3.37 2.61 0.80
H11 1.65 1.90 0.70
H12 3.14 -0.24 1.39
H13 3.97 -2.61 0.39
H14 4.40 -2.74 -2.29
H15 5.19 -0.51 -4.58
H16 3.59 -1.53 -4.80
H17 3.55 0.37 -4.84
H18 3.16 1.78 -2.85
H19 3.10 4.48 3.68
H20 1.79 4.91 4.92
H21 2.76 3.29 5.04
H22 -3.48 3.37 3.59
H23 -1.71 3.55 3.99
H24 -3.32 1.10 4.39
H25 -1.46 1.36 4.75
H26 -2.29 -3.16 1.75
H27 -1.52 -1.82 0.74
H28 -3.37 -1.76 1.14
H29 -0.25 -2.95 3.73
H30 0.13 -1.36 4.75
H31 0.54 -1.48 2.95
H32 -4.29 -1.72 3.95
H33 -3.01 -2.77 4.77
H34 -3.24 -1.02 5.40
H35 -8.26 0.10 -2.97
H36 -7.33 -1.49 -2.94
H37 -6.29 -0.21 -0.49
H38 -7.88 0.70 -0.71
H39 -7.98 -1.12 -0.44
C30 8.28 -4.94 -0.63
C31 9.10 -4.45 0.35
C32 8.36 -4.05 1.62
O7 8.91 -3.65 2.64
C33 6.89 -4.14 1.63
C34 6.07 -4.62 0.64
C35 6.82 -5.12 -0.59
O8 6.28 -5.66 -1.55
O9 4.82 -4.70 0.65
O10 10.34 -4.30 0.30
H40 8.72 -5.26 -1.57
H41 6.44 -3.78 2.54

LUMO energy	-1.652	eV
E	-8541.142116	Eh
total charge	-1
frontier orbital gap	1.2	eV

Entry 3:
Computed, not measured: a molecular structure, C35H41GdN6O5, with ωB97M-V with the def2-TZVPD basis set.

Geometry (Å):
Gd1 -0.49 1.32 0.01
C1 0.15 0.25 -3.39
C2 0.86 1.56 -3.75
C3 1.00 2.60 -2.60
N1 1.26 2.05 -1.27
C4 2.49 1.82 -0.84
C5 3.61 1.83 -1.70
C6 4.97 1.84 -1.45
C7 5.65 1.99 -0.25
C8 5.05 2.04 1.01
C9 3.75 1.76 1.36
C10 2.60 1.43 0.61
N2 1.52 0.89 1.13
C11 1.53 0.28 2.44
C12 0.15 0.22 3.13
C13 -0.87 -0.78 2.56
N3 -1.50 -0.29 1.34
C14 -2.37 -1.08 0.72
C15 -2.74 -2.36 1.15
C16 -3.76 -3.21 0.72
C17 -4.85 -2.93 -0.06
C18 -5.13 -1.69 -0.67
C19 -4.28 -0.66 -0.90
C20 -2.88 -0.55 -0.59
N4 -2.00 0.06 -1.34
C21 -2.35 0.56 -2.66
C22 -1.34 0.09 -3.73
H1 0.28 0.07 -2.32
H2 0.67 -0.56 -3.91
H3 0.35 2.06 -4.58
H4 1.85 1.30 -4.10
H5 0.05 3.15 -2.52
H6 1.78 3.31 -2.88
H7 3.36 1.81 -2.75
H8 5.60 1.79 -2.33
H9 6.72 2.10 -0.30
H10 5.72 2.27 1.83
H11 3.58 1.80 2.43
H12 2.20 0.78 3.14
H13 1.91 -0.75 2.33
H14 -0.30 1.21 3.14
H15 0.34 -0.07 4.17
H16 -1.63 -0.96 3.33
H17 -0.34 -1.73 2.38
H18 -2.15 -2.77 1.97
H19 -3.73 -4.21 1.14
H20 -5.61 -3.70 -0.17
H21 -6.14 -1.57 -1.05
H22 -4.68 0.21 -1.41
H23 -2.36 1.65 -2.61
H24 -3.34 0.22 -2.98
H25 -1.58 0.61 -4.66
H26 -1.53 -0.97 -3.89
O1 0.80 4.12 4.16
C23 0.34 3.69 2.98
O2 1.05 3.39 2.06
C24 -1.14 3.62 2.88
C25 -2.02 4.21 3.78
C26 -3.38 4.19 3.48
C27 -3.79 3.66 2.27
C28 -2.83 3.10 1.42
N5 -1.55 3.04 1.75
C29 -3.10 2.74 -0.06
O3 -4.24 2.51 -0.42
O4 -2.04 2.81 -0.75
H27 1.76 4.17 4.12
H28 -1.65 4.67 4.68
H29 -4.09 4.63 4.15
H30 -4.82 3.68 1.95
O5 0.60 -1.11 -0.61
C30 0.80 -2.30 -0.83
C31 1.96 -2.75 -1.70
C32 3.05 -3.52 -0.95
C33 2.70 -4.98 -0.64
C34 1.47 -5.15 0.25
C35 0.18 -4.68 -0.43
N6 -0.02 -3.25 -0.35
H31 2.39 -1.85 -2.13
H32 1.57 -3.37 -2.51
H33 3.29 -2.99 -0.02
H34 3.95 -3.51 -1.57
H35 3.56 -5.44 -0.15
H36 2.54 -5.52 -1.58
H37 1.60 -4.59 1.17
H38 1.37 -6.20 0.51
H39 -0.68 -5.15 0.05
H40 0.18 -5.01 -1.48
H41 -0.85 -2.92 0.12

expectation value of S²	16.0107
LUMO energy (alpha / beta)	-0.179 / -2.133	eV
E	-2828.781197	Eh
spin multiplicity	8
frontier orbital gap (alpha / beta)	6.6 / 4.6	eV